i | DFT (ωB97M-V/def2-TZVPD) results for a 2-piece molecular cluster, C4H12 overall.

As for the SMILES: CC.CC. The HOMO energy is -11.15 eV. The value obtained for the HOMO-LUMO gap is 12.2 eV.

ORCA input file:
```
! RIJCOSX wB97M-V def2-TZVPD def2/J DEFGRID3
* xyz 0 1
C 0.8601 2.8269 -0.2834
C 0.5168 1.4165 -0.7287
H 0.1836 3.5125 -0.6118
H 0.5142 2.9399 0.8092
H 1.8641 3.0749 -0.3456
H 1.2780 0.7420 -0.2257
H 0.5328 1.3060 -1.7692
H -0.5309 1.1130 -0.4962
C -0.0485 -1.8300 0.0420
C -1.1902 -2.3464 0.9210
H -0.0024 -2.5773 -0.7381
H -0.3589 -1.0603 -0.6022
H 0.8730 -1.6177 0.5779
H -1.4237 -1.4282 1.5177
H -1.0678 -3.3794 1.4677
H -2.0003 -2.6925 0.4653
*
```


ii | DFT (ωB97M-V/def2-TZVPD) results for a 2-piece molecular cluster, C4H12 overall.

As for the SMILES: CC.CC. The HOMO energy is -11.78 eV. The value obtained for the HOMO-LUMO gap is 12.9 eV.

ORCA input file:
```
! RIJCOSX wB97M-V def2-TZVPD def2/J DEFGRID3
* xyz 0 1
C -2.0380 -1.1589 1.2419
C -1.5700 -1.9457 -0.0093
H -2.8998 -1.5875 1.7246
H -1.1884 -1.0933 1.9244
H -2.2662 -0.1294 0.9978
H -0.6226 -2.4397 0.2030
H -1.4322 -1.2883 -0.8663
H -2.2954 -2.7057 -0.2907
C 2.3993 1.4782 -0.1571
C 1.1949 1.6301 -1.0509
H 2.7166 2.4112 0.2812
H 2.2641 0.7840 0.6771
H 3.2315 1.0596 -0.7303
H 0.2863 2.0430 -0.5970
H 1.3807 2.2718 -1.9116
H 0.8390 0.6708 -1.4368
*
```


iii | DFT (ωB97M-V/def2-TZVPD) results for a 2-piece molecular cluster, C4H12 overall.

As for the SMILES: CC.CC. The HOMO energy is -11.68 eV. The value obtained for the HOMO-LUMO gap is 12.8 eV.

ORCA input file:
```
! RIJCOSX wB97M-V def2-TZVPD def2/J DEFGRID3
* xyz 0 1
C 0.1443 0.9277 1.9463
C -1.2446 1.3284 2.4459
H 0.1372 0.1276 1.2070
H 0.7620 1.7167 1.5077
H 0.7960 0.5776 2.7549
H -1.4398 0.8231 3.3938
H -1.9516 1.0189 1.6808
H -1.3355 2.3782 2.7073
C -0.1918 -1.2676 -2.0302
C 1.2820 -1.0158 -2.3705
H -0.8601 -1.0756 -2.8666
H -0.2463 -2.2533 -1.5736
H -0.5515 -0.5534 -1.2846
H 1.3699 -0.1495 -3.0273
H 1.7180 -1.8366 -2.9354
H 1.9051 -0.8720 -1.4913
*
```


iv | DFT (ωB97M-V/def2-TZVPD) results for a 2-piece molecular cluster, C4H12 overall.

As for the SMILES: CC.CC. The HOMO energy is -11.80 eV. The value obtained for the HOMO-LUMO gap is 13.0 eV.

ORCA input file:
```
! RIJCOSX wB97M-V def2-TZVPD def2/J DEFGRID3
* xyz 0 1
C -1.6372 0.7617 -2.4060
C -1.4337 0.2374 -0.9815
H -2.3081 1.6324 -2.4032
H -0.7183 1.1045 -2.8678
H -2.1714 0.0222 -2.9987
H -1.1141 1.0309 -0.3042
H -2.3790 -0.1095 -0.5923
H -0.7270 -0.5833 -0.9791
C 1.9483 -0.8372 1.1151
C 1.1603 -0.1991 2.2697
H 2.1473 -1.8968 1.2730
H 1.3616 -0.7498 0.2019
H 2.8912 -0.3170 1.0002
H 1.3809 0.8726 2.2682
H 1.5046 -0.6020 3.2214
H 0.0947 -0.3669 2.1832
*
```


iv has the most favorable energy; the next structure is 8.3 kJ/mol above.


i | DFT (ωB97M-V/def2-TZVPD) results for a 2-piece molecular cluster, C4H12 overall.

As for the SMILES: CC.CC. The HOMO energy is -11.42 eV. The value obtained for the HOMO-LUMO gap is 12.6 eV.

ORCA input file:
```
! RIJCOSX wB97M-V def2-TZVPD def2/J DEFGRID3
* xyz 0 1
C 0.2636 -1.8027 -0.7085
C 1.1200 -2.2158 0.4709
H -0.6144 -1.2419 -0.4013
H 0.7962 -1.1844 -1.4380
H -0.1537 -2.6345 -1.2666
H 1.3505 -1.3725 1.1219
H 0.5637 -2.9321 1.0861
H 2.0266 -2.7326 0.1519
C -0.6319 2.6138 -0.3794
C -0.6888 1.4920 0.6346
H 0.3531 2.6466 -0.8466
H -1.2705 2.3660 -1.2285
H -1.0453 3.5493 -0.0181
H -0.5044 0.5210 0.1836
H -1.6164 1.3876 1.1969
H 0.0516 1.5401 1.4411
*
```


ii | DFT (ωB97M-V/def2-TZVPD) results for a 2-piece molecular cluster, C4H12 overall.

As for the SMILES: CC.CC. The HOMO energy is -11.53 eV. The value obtained for the HOMO-LUMO gap is 12.7 eV.

ORCA input file:
```
! RIJCOSX wB97M-V def2-TZVPD def2/J DEFGRID3
* xyz 0 1
C -0.1227 -2.6111 -0.5886
C 0.4613 -1.7967 0.5680
H -0.2695 -1.9870 -1.4811
H 0.5022 -3.3873 -1.0268
H -1.0881 -2.9993 -0.3208
H 0.2612 -2.2909 1.5107
H 0.0566 -0.8016 0.5339
H 1.5280 -1.6479 0.3969
C 0.1530 1.6651 -0.4526
C -0.4726 2.7160 0.4819
H 0.8452 1.0727 0.1423
H -0.6640 1.0027 -0.7299
H 0.7370 2.0621 -1.2620
H 0.1593 2.9421 1.3437
H -1.4214 2.4089 0.9210
H -0.6656 3.6523 -0.0366
*
```


iii | DFT (ωB97M-V/def2-TZVPD) results for a 2-piece molecular cluster, C4H12 overall.

As for the SMILES: CC.CC. The HOMO energy is -11.31 eV. The value obtained for the HOMO-LUMO gap is 12.5 eV.

ORCA input file:
```
! RIJCOSX wB97M-V def2-TZVPD def2/J DEFGRID3
* xyz 0 1
C -1.9172 -1.0684 -0.3829
C -1.6991 -0.6528 1.0616
H -2.5895 -1.9186 -0.4945
H -2.2588 -0.3057 -1.0881
H -0.9589 -1.3343 -0.8350
H -2.4436 -1.0457 1.7545
H -1.7498 0.4334 1.1695
H -0.7324 -0.9684 1.4353
C 1.4139 1.3156 0.1569
C 2.1743 0.4295 -0.8201
H 0.6536 1.9207 -0.3614
H 0.6423 0.6853 0.6062
H 2.0575 1.9223 0.7763
H 1.6503 -0.5247 -0.8699
H 2.4343 0.8362 -1.7929
H 3.1756 0.1349 -0.4681
*
```


iv | DFT (ωB97M-V/def2-TZVPD) results for a 2-piece molecular cluster, C4H12 overall.

As for the SMILES: CC.CC. The HOMO energy is -11.43 eV. The value obtained for the HOMO-LUMO gap is 12.6 eV.

ORCA input file:
```
! RIJCOSX wB97M-V def2-TZVPD def2/J DEFGRID3
* xyz 0 1
C 1.2147 -0.2515 1.6775
C 1.0321 1.2896 1.9304
H 1.9636 -0.6953 2.3179
H 1.6150 -0.2343 0.6612
H 0.2033 -0.6282 1.5943
H 1.4866 1.9129 1.1634
H -0.0329 1.5576 1.9283
H 1.3177 1.6134 2.9273
C -1.4126 -1.2202 -2.0352
C -0.8563 0.1344 -1.5850
H -1.0479 -2.0472 -1.4118
H -0.9151 -1.5875 -2.9427
H -2.4920 -1.1610 -2.0570
H -0.0837 0.6981 -2.0915
H -1.6898 0.8512 -1.5713
H -0.5142 0.0872 -0.5502
*
```


i has the most favorable energy; the next structure is 12.0 kJ/mol above.


i | DFT (ωB97M-V/def2-TZVPD) results for a 2-piece molecular cluster, C4H12 overall.

As for the SMILES: CC.CC. The HOMO energy is -11.63 eV. The value obtained for the HOMO-LUMO gap is 12.8 eV.

ORCA input file:
```
! RIJCOSX wB97M-V def2-TZVPD def2/J DEFGRID3
* xyz 0 1
C -0.2441 -1.0169 1.8896
C -0.9762 0.3073 2.0591
H 0.8054 -0.9631 2.1856
H -0.7452 -1.7164 2.5711
H -0.3032 -1.4744 0.9057
H -1.9667 0.2460 1.6027
H -1.1449 0.6436 3.0854
H -0.4351 1.1661 1.6589
C 0.7360 -0.0190 -2.6297
C 0.5213 0.7937 -1.3346
H 1.5685 0.3791 -3.2038
H 1.0017 -1.0587 -2.3850
H -0.1675 -0.1597 -3.2269
H -0.1047 0.2065 -0.6691
H 1.4897 0.9833 -0.8976
H -0.0348 1.6826 -1.6114
*
```


ii | DFT (ωB97M-V/def2-TZVPD) results for a 2-piece molecular cluster, C4H12 overall.

As for the SMILES: CC.CC. The HOMO energy is -11.52 eV. The value obtained for the HOMO-LUMO gap is 12.6 eV.

ORCA input file:
```
! RIJCOSX wB97M-V def2-TZVPD def2/J DEFGRID3
* xyz 0 1
C -0.5677 1.9986 0.1051
C -1.8370 2.3999 -0.6715
H 0.2865 2.1346 -0.5217
H -0.4982 2.5734 1.0312
H -0.6912 0.9722 0.4419
H -2.6964 2.1604 -0.0360
H -1.9578 1.7560 -1.5354
H -1.8928 3.4546 -0.9228
C 2.0021 -2.1500 0.2468
C 0.4818 -2.2721 0.3617
H 2.5243 -3.0949 0.0744
H 2.2703 -1.6381 -0.6831
H 2.3827 -1.5268 1.0515
H 0.1798 -3.1187 0.9700
H -0.1030 -2.3697 -0.5596
H 0.1165 -1.2793 0.6473
*
```


iii | DFT (ωB97M-V/def2-TZVPD) results for a 2-piece molecular cluster, C4H12 overall.

As for the SMILES: CC.CC. The HOMO energy is -11.43 eV. The value obtained for the HOMO-LUMO gap is 12.5 eV.

ORCA input file:
```
! RIJCOSX wB97M-V def2-TZVPD def2/J DEFGRID3
* xyz 0 1
C 2.6823 -0.6866 0.0795
C 1.9106 -1.4457 -0.9908
H 3.2482 -1.3208 0.7560
H 3.3151 0.1226 -0.2920
H 2.0303 -0.0942 0.7402
H 2.3573 -1.3195 -1.9788
H 0.9040 -1.0813 -1.1560
H 1.7943 -2.4644 -0.6258
C -2.1459 0.3334 0.3092
C -2.5161 1.7824 0.5502
H -2.4612 -0.0332 -0.6810
H -1.0512 0.2718 0.2355
H -2.4370 -0.4885 0.9490
H -2.2317 1.9563 1.6020
H -3.5730 1.9782 0.4075
H -1.8262 2.4895 0.0953
*
```


iv | DFT (ωB97M-V/def2-TZVPD) results for a 2-piece molecular cluster, C4H12 overall.

As for the SMILES: CC.CC. The HOMO energy is -11.36 eV. The value obtained for the HOMO-LUMO gap is 12.5 eV.

ORCA input file:
```
! RIJCOSX wB97M-V def2-TZVPD def2/J DEFGRID3
* xyz 0 1
C 1.7303 -0.7188 -0.6771
C 2.0663 -1.5719 0.5860
H 1.1788 0.1963 -0.5153
H 2.7472 -0.5112 -1.0227
H 1.2974 -1.3523 -1.4514
H 2.8932 -1.1349 1.2339
H 2.2204 -2.5563 0.3856
H 1.3024 -1.6209 1.4029
C -2.3913 0.7520 -0.3999
C -1.4234 1.6341 0.4197
H -2.1500 -0.2677 -0.6541
H -3.3847 0.5362 0.1937
H -2.6160 1.0570 -1.3860
H -0.4057 1.2622 0.5059
H -1.2065 2.5903 -0.0659
H -1.8584 1.7058 1.4447
*
```


i has the most favorable energy; the next structure is 15.8 kJ/mol above.